96
Properties=species:S:1:pos:R:3:forces:R:3 method="wB97M-V/def2-TZVPD" spin_multiplicity=6 lumo_ev="0.4 / -2.4" orbital_gap_ha="0.267 / 0.164"
Fe -0.630706 0.481525 0.264706 -1.25 0.12 0.14
C -4.945018 2.576927 2.017605 -0.06 0.12 -0.12
Si -3.264139 1.729921 1.933736 -0.07 -0.14 0.08
C -2.339791 2.465186 3.394606 0.04 0.05 0.04
C -3.644538 -0.061338 2.365098 -0.07 -0.07 0.05
N -2.329692 1.833782 0.467551 0.35 -0.17 -0.06
C -2.695044 2.563050 -0.643902 -0.22 0.05 0.27
C -3.703991 3.548368 -0.698152 0.05 0.02 0.02
C -4.075565 4.182064 -1.873403 0.02 -0.02 0.03
C -3.447490 3.881490 -3.070731 -0.02 0.02 0.06
C -2.416160 2.952846 -3.057286 0.08 -0.02 -0.12
C -2.056069 2.343670 -1.872888 0.03 -0.03 0.02
O -1.010614 1.406007 -1.799240 0.33 -0.13 -0.03
C -0.355133 1.133158 -2.996478 -0.09 -0.02 -0.09
C 0.645385 1.979320 -3.436642 0.05 0.09 -0.01
C 1.315940 1.673363 -4.609603 0.00 -0.02 -0.01
C 0.981119 0.530078 -5.328485 0.00 -0.02 0.04
C -0.030998 -0.302876 -4.873046 0.02 0.00 0.02
C -0.713597 0.003721 -3.701730 -0.04 -0.08 -0.02
H -5.425984 2.241280 2.942223 0.06 -0.03 -0.04
H -5.599071 2.308625 1.183701 0.01 0.01 0.05
H -4.876073 3.667041 2.063435 -0.06 -0.06 0.05
H -2.966480 2.380162 4.288970 0.03 0.01 -0.05
H -2.110223 3.523500 3.242478 -0.01 -0.04 0.01
H -1.410180 1.935689 3.599849 -0.02 0.07 0.07
H -3.343422 -0.297380 3.390581 -0.06 0.01 -0.06
H -3.123889 -0.750387 1.703964 -0.05 0.01 0.07
H -4.718727 -0.252949 2.281626 0.03 0.04 -0.02
H -4.207934 3.814692 0.214892 0.01 0.05 -0.07
H -4.871010 4.917775 -1.848825 0.02 -0.01 0.03
H -3.739262 4.358871 -3.996145 0.01 -0.01 0.01
H -1.901230 2.708837 -3.976774 -0.01 0.00 0.03
H 0.889444 2.861273 -2.856744 -0.01 -0.01 -0.02
H 2.105684 2.325522 -4.961240 -0.02 -0.01 -0.01
H 1.507893 0.289828 -6.243241 0.00 0.01 0.02
H -0.293129 -1.194943 -5.427542 0.00 0.02 0.01
H -1.509278 -0.625739 -3.321491 0.03 0.03 -0.03
C 6.932663 -3.345898 -0.673330 -0.03 0.03 0.01
C 5.626484 -2.603574 -0.716211 -0.04 0.02 0.00
C 4.468602 -3.157588 -0.186477 0.04 0.01 -0.02
C 3.249489 -2.491758 -0.229986 0.05 -0.04 0.05
C 2.025699 -3.152498 0.338846 0.14 0.05 -0.13
C 3.205372 -1.226478 -0.846457 -0.24 -0.21 0.14
Se 1.559804 -0.357103 -1.071003 0.30 0.33 -0.25
C 4.370239 -0.630607 -1.376464 0.05 -0.02 -0.12
C 4.357673 0.730069 -2.020156 0.00 -0.09 0.04
C 5.557621 -1.334373 -1.293428 0.05 -0.04 0.04
H 6.798572 -4.358847 -0.296799 0.01 0.01 0.00
H 7.647200 -2.833039 -0.026144 0.00 -0.01 -0.01
H 7.376634 -3.404390 -1.668516 0.00 0.00 0.02
H 4.509265 -4.142602 0.266041 0.01 0.02 0.01
H 2.305294 -3.911946 1.068262 0.00 0.01 0.00
H 1.454686 -3.638671 -0.457285 0.02 0.03 0.05
H 1.359194 -2.434434 0.813150 0.08 -0.02 -0.04
H 3.558834 0.805287 -2.758654 0.00 0.03 0.00
H 5.311440 0.929241 -2.506950 0.01 -0.01 0.02
H 4.188507 1.510678 -1.274289 -0.01 0.00 -0.03
H 6.459443 -0.890095 -1.701398 0.00 -0.01 0.01
C 0.909734 3.123838 2.814041 -0.27 -0.07 -0.02
P 1.051920 1.948269 1.425803 0.75 -0.11 -0.20
C 1.821910 3.051344 0.181484 -0.14 0.00 -0.01
C 2.492808 0.972807 2.005277 -0.08 0.05 0.04
H 1.878677 3.603940 2.953388 0.00 0.03 0.00
H 0.631052 2.607130 3.730376 0.01 0.01 0.02
H 0.152071 3.874217 2.597152 -0.01 0.02 0.03
H 2.685736 3.569046 0.601494 0.01 0.02 -0.01
H 1.082985 3.786108 -0.146243 0.03 0.01 0.01
H 2.127083 2.463984 -0.685296 0.00 0.03 0.02
H 3.199967 1.617888 2.529506 0.03 -0.02 -0.01
H 2.993898 0.494816 1.164462 0.02 0.01 0.04
H 2.144926 0.188714 2.680435 0.02 0.01 0.01
C -0.965368 -3.043674 -1.731905 0.06 -0.04 -0.01
Si -2.007889 -2.342826 -0.323669 -0.15 0.00 -0.08
C -3.293103 -1.210728 -1.112505 0.07 0.10 -0.05
C -2.918477 -3.769803 0.485606 -0.01 -0.06 0.07
N -1.110290 -1.392903 0.810450 0.30 0.43 0.12
C -0.712914 -1.768967 2.085572 0.03 -0.16 0.00
C -0.452140 -3.104976 2.445616 -0.04 0.00 0.07
C -0.063508 -3.450431 3.731025 -0.02 -0.03 -0.10
C 0.103262 -2.485332 4.715016 0.04 0.07 0.02
C -0.126568 -1.157278 4.381888 0.04 0.01 -0.02
C -0.528968 -0.810426 3.101937 -0.04 -0.12 -0.12
H -1.586903 -3.182908 -2.622730 0.02 -0.05 0.05
H -0.536846 -4.016544 -1.472792 -0.01 0.06 -0.02
H -0.143995 -2.374084 -2.004252 -0.05 -0.07 -0.02
H -3.447911 -1.442803 -2.171275 -0.03 -0.03 0.07
H -3.004797 -0.158193 -1.035109 -0.08 -0.04 -0.05
H -4.258480 -1.308225 -0.607853 0.05 0.01 0.02
H -3.816893 -4.008359 -0.091331 0.04 0.01 0.01
H -3.227879 -3.504397 1.500887 -0.02 -0.02 -0.06
H -2.310739 -4.675981 0.546425 -0.06 0.03 0.01
H -0.544270 -3.874486 1.688110 0.01 0.00 0.07
H 0.125307 -4.492083 3.963959 -0.02 0.00 -0.01
H 0.406595 -2.758311 5.717741 -0.01 -0.01 -0.04
H -0.002320 -0.383514 5.132684 -0.04 0.00 -0.03
H -0.761414 0.221804 2.870438 0.00 0.00 0.05

101
Properties=species:S:1:pos:R:3:forces:R:3 method="wB97M-V/def2-TZVPD" total_charge=-1 lumo_ev="1.7 / 1.7" orbital_gap_ha="0.172 / 0.172"
Mg -0.385279 -0.565075 0.385212 0.67 -0.52 -0.22
C -4.254584 -1.345573 -5.098699 -0.74 0.59 -0.93
C -3.892871 -0.362992 -3.977659 -0.33 0.51 -0.86
N -2.498891 -0.435872 -3.698239 1.77 0.25 -0.32
C -2.049284 -0.365454 -2.439864 0.18 0.19 1.10
S -0.393953 -0.410846 -2.100364 0.68 -0.08 -0.51
N -3.006803 -0.269026 -1.505226 -1.05 -0.47 -0.17
N -2.604835 -0.494391 -0.275565 -1.17 -0.02 2.36
C -3.526392 -0.620230 0.697217 2.35 0.00 -2.01
C -4.990858 -0.642233 0.488077 -1.01 0.77 -0.63
C -2.950824 -0.892724 2.004298 -0.23 -0.55 0.57
C -3.805413 -1.076609 3.120342 0.71 -0.15 0.75
C -3.226485 -1.456173 4.345397 0.16 0.21 -1.47
C -1.860528 -1.715177 4.386599 0.36 -0.52 0.44
C -1.107174 -1.510278 3.251708 -1.01 0.45 -0.60
N -1.602367 -1.083331 2.087763 -0.94 0.09 0.67
H -5.116314 -1.944056 -4.786752 0.15 -0.04 -0.23
H -3.454141 -2.022405 -5.440422 -0.16 0.35 0.48
H -4.562885 -0.742399 -5.979760 0.06 -0.61 0.29
H -4.434603 -0.621141 -3.052593 0.33 0.49 -0.57
H -4.074468 0.705409 -4.290696 -0.53 -1.01 0.39
H -1.784909 -0.240508 -4.430501 -1.05 -0.40 0.89
H -5.376232 0.418209 0.489001 0.16 -0.97 -0.15
H -5.527451 -1.181553 1.291507 0.33 0.20 -0.64
H -5.233668 -1.098782 -0.506279 0.23 0.45 0.83
H -4.903312 -0.973254 3.060953 0.99 0.15 -0.01
H -3.856451 -1.558401 5.195796 -0.31 -0.22 0.63
H -1.300478 -2.176002 5.213536 -0.72 0.53 -0.03
H -0.070974 -1.710418 3.264151 1.08 -0.14 -0.07
C 0.511603 7.659465 0.444965 -0.58 0.93 0.18
C -0.394193 6.686859 -0.307515 -0.12 -1.18 0.04
C 0.097276 6.436084 -1.742390 0.34 -0.08 -0.79
P -0.597810 4.926588 0.527218 1.71 0.80 0.70
C -1.400733 5.380197 2.147871 -0.12 0.29 1.09
C -0.379132 5.583047 3.316241 -0.21 -0.17 -0.32
C -2.483745 4.424073 2.677807 0.38 -0.37 0.78
C 1.531893 1.409081 0.325127 -1.46 -1.41 1.54
C 1.751997 2.800308 0.063687 -1.09 2.56 -0.32
C 3.064514 3.202238 -0.430100 1.80 -1.15 -0.09
C 3.460387 4.581988 -0.922334 0.17 0.33 0.72
C 4.012147 2.200756 -0.479825 1.10 4.07 -0.52
C 3.759457 0.862535 -0.423619 -2.77 -3.05 0.12
C 2.439705 0.424593 -0.087477 2.97 -0.72 -1.32
N 2.036743 -0.891568 -0.024663 -0.73 0.56 -0.14
C 2.363682 -1.781817 -0.987136 -1.15 -0.08 0.98
C 2.880741 -1.469709 -2.278994 -1.16 1.80 1.04
C 3.436772 -2.415570 -3.034255 0.15 -1.77 -0.66
C 3.348043 -3.773144 -2.598273 1.18 -0.54 -0.93
C 4.035098 -4.863000 -3.395895 0.13 0.89 -1.58
C 2.642084 -4.113187 -1.469304 -0.41 0.55 0.00
C 2.009275 -3.136148 -0.705492 0.88 0.43 1.03
P 0.976273 -3.353803 0.814041 -1.10 1.44 -1.23
C -0.276224 -4.577059 0.241632 -0.61 -0.64 0.00
C 0.172267 -6.012741 -0.154410 0.22 0.31 0.84
C -1.184997 -3.973821 -0.874833 0.01 0.68 0.16
C 1.954470 -4.047906 2.220717 -0.16 -1.32 -0.35
C 3.185714 -4.774002 1.656641 0.59 0.27 0.13
C 1.111454 -4.914183 3.230932 0.49 0.90 -0.35
H 0.768822 8.577518 -0.154849 -0.35 -0.76 0.28
H 1.451617 7.178855 0.726124 -0.21 -0.03 0.16
H -0.054173 8.022834 1.339170 0.75 -0.28 -0.40
H -1.407926 7.096171 -0.390641 0.03 0.02 0.17
H -0.087846 5.421796 -2.132184 0.03 0.05 0.48
H 1.199360 6.599364 -1.862216 -0.93 0.10 0.11
H -0.476328 7.059967 -2.454825 0.59 0.15 0.24
H -1.903574 6.312095 1.899230 -0.20 0.44 0.25
H -0.021456 4.591924 3.609685 0.21 0.07 -0.22
H -0.905020 5.945253 4.199475 -0.22 0.38 0.11
H 0.515139 6.195499 3.109184 -0.66 -0.24 -0.07
H -2.050325 3.494523 3.143174 -0.21 0.82 -0.54
H -3.148049 4.110186 1.893552 -0.43 -0.19 -0.43
H -3.089988 4.912567 3.472451 0.31 -0.20 -0.39
H 0.983413 3.186663 -0.645761 -0.04 -0.58 0.17
H 2.665409 5.279276 -0.632435 0.39 0.09 0.13
H 3.606091 4.669689 -2.016498 -0.27 -0.42 0.37
H 4.458352 4.879334 -0.475655 -1.13 -0.23 -0.29
H 5.006310 2.644990 -0.644043 -0.06 -0.89 -0.32
H 4.433714 0.072100 -0.806198 -0.06 0.75 0.66
H 2.652850 -0.466676 -2.668122 0.73 -0.26 0.35
H 3.884425 -2.097144 -3.985879 -0.18 -0.63 0.24
H 4.277029 -4.408610 -4.407865 0.22 -0.64 1.10
H 3.385366 -5.688310 -3.651501 -0.46 -0.30 0.15
H 4.923341 -5.318204 -2.947726 0.11 0.35 0.00
H 2.612466 -5.131341 -1.122222 -0.12 -0.36 -0.35
H -0.993570 -4.647826 1.074910 0.42 -0.19 0.19
H 0.424597 -6.012998 -1.198981 -0.23 -0.20 -0.67
H -0.668225 -6.679336 0.086225 0.39 -0.17 -0.40
H 1.105769 -6.390783 0.330208 -0.90 0.39 0.10
H -0.656031 -3.737471 -1.784232 0.63 -0.03 -0.32
H -1.654067 -2.987343 -0.609491 0.26 -1.00 0.17
H -1.969736 -4.676234 -1.186651 0.02 0.04 0.40
H 2.325688 -3.210777 2.786177 0.05 0.63 0.04
H 2.964261 -5.501990 0.864621 -0.10 0.38 0.20
H 3.639635 -5.361813 2.454767 0.43 0.12 0.15
H 3.909485 -4.009714 1.247145 -0.68 -1.00 0.42
H 1.253065 -5.963438 3.022079 -0.52 -0.40 -0.38
H 0.056131 -4.601019 3.304673 0.33 -0.36 -0.30
H 1.516773 -4.799163 4.234026 0.19 0.21 0.14
O 1.339843 3.466823 1.338551 0.39 -0.12 -0.17
N 1.005819 4.829884 1.183297 -0.10 0.09 -1.45
O 0.509201 1.053964 1.009934 0.14 0.53 -0.84